(1)
This record from the Open Molecules 2025 dataset describes C3H7N3OS as an isolated structure. The level of theory is ωB97M-V/def2-TZVPD.

The geometry in XYZ format:
```
15
Properties=species:S:1:pos:R:3:forces:R:3
C 0.549 -1.619 0.766 -1.120 0.880 -0.042
C 0.411 -0.345 -0.115 -0.045 -2.173 -1.064
C -1.206 1.545 0.020 2.083 1.012 1.869
H -0.197 -1.251 1.713 2.393 -1.811 -2.238
H -0.039 -2.646 0.059 2.261 3.325 2.529
H 1.730 -1.588 0.971 -3.034 -1.180 0.022
H 3.163 0.408 -0.737 -0.730 -1.599 1.267
H -2.692 -0.249 -1.637 0.291 -1.839 2.971
H -2.224 1.642 0.041 -2.678 -0.152 0.019
H 0.418 2.306 0.063 -0.943 1.228 1.590
N 1.316 0.187 -0.876 0.161 -0.562 2.960
N -0.856 0.144 -0.221 -2.882 1.880 -0.169
N -0.561 2.619 0.429 1.616 -4.167 -3.431
O 2.574 -0.241 -0.230 0.970 2.230 -2.887
S -2.384 -0.912 -0.246 1.657 2.928 -3.397
```
Forces are in eV/Å.

Summary:
LUMO energy = -0.00812 hartree
energy relative to the best compared isomer or geometry (same formula, charge and spin) = 158.07 kcal per mole
energy = -20571.3292 eV
HOMO-LUMO gap = 8.9 eV
E_HOMO = -9.10 eV



(2)
This record from the Open Molecules 2025 dataset describes a 2-piece molecular cluster, C35H30F3N2 overall. The level of theory is ωB97M-V/def2-TZVPD.

The geometry in XYZ format:
```
70
Properties=species:S:1:pos:R:3:forces:R:3
F 2.587 1.684 1.781 -1.536 0.730 0.147
C 1.422 2.287 2.213 1.091 -0.896 0.467
C 1.101 3.565 1.760 -0.498 -0.120 0.260
C 0.044 4.242 2.391 0.018 -0.100 -0.176
C -0.650 3.639 3.437 -0.548 -0.482 0.257
C -0.407 2.275 3.794 1.003 0.568 -0.115
C -1.320 1.604 4.676 -0.593 0.749 -1.630
C -1.738 0.271 4.298 -0.057 -1.702 0.417
C -3.086 0.074 3.917 0.499 0.606 0.398
C -3.509 -1.161 3.448 0.153 -0.716 -0.064
C -2.651 -2.273 3.439 0.029 0.762 0.004
C -1.340 -2.076 3.880 0.358 -0.672 0.695
F -0.548 -3.188 4.053 -0.681 1.349 -0.420
C -0.853 -0.838 4.292 -0.445 -0.235 -0.352
C 0.687 1.609 3.174 -0.280 0.373 -0.398
H 1.683 4.007 0.957 -0.077 0.015 0.176
H -0.214 5.262 2.088 0.150 -0.460 0.141
H -1.457 4.169 3.965 0.471 -0.135 -0.378
H -2.056 2.228 5.197 0.320 -0.205 -0.014
H -3.776 0.920 3.991 0.156 -0.378 -0.111
H -4.544 -1.290 3.138 0.238 0.054 0.055
H -2.985 -3.264 3.127 0.118 0.339 0.147
H 0.161 -0.771 4.695 -0.408 -0.126 -0.161
H 0.934 0.579 3.427 0.126 0.433 -0.202
F -0.014 6.381 5.526 0.401 -0.679 0.425
C 0.701 5.726 6.584 0.342 0.618 0.629
C 1.898 6.614 6.968 -0.359 -0.132 -0.167
C 2.054 7.905 6.452 0.123 -0.163 0.071
C 3.226 8.619 6.730 -0.126 -0.363 0.095
C 4.207 8.060 7.564 -0.050 0.137 -0.054
C 4.017 6.796 8.136 -0.313 0.041 -0.363
C 2.867 6.068 7.812 0.320 0.276 0.136
C -0.294 5.504 7.726 -0.135 0.408 -0.576
C -0.067 5.994 9.011 -0.090 -0.191 0.106
C -0.962 5.690 10.044 -0.007 -0.021 -0.107
C -2.113 4.944 9.781 0.230 -0.016 -0.104
C -2.375 4.526 8.469 -0.143 0.270 -0.142
C -1.492 4.839 7.433 0.009 0.009 0.654
C 1.214 4.389 5.971 -0.329 -0.217 0.122
C 2.252 4.667 4.869 -0.712 -0.361 -0.674
C 3.567 4.034 5.291 0.529 0.238 -0.132
C 3.253 3.120 6.462 -0.357 -0.316 0.443
N 1.873 3.440 6.901 1.261 0.339 0.090
C 1.098 2.421 7.492 -0.617 0.119 0.014
C 0.673 1.306 6.751 -0.597 0.025 -0.222
C -0.601 0.797 7.063 0.173 0.327 -0.472
N -1.408 1.429 7.914 -0.123 -0.858 1.781
C -0.811 2.144 8.881 -0.002 -0.475 -0.193
C 0.516 2.569 8.770 0.237 0.121 -0.991
H 1.267 8.332 5.823 0.406 -0.161 0.208
H 3.358 9.602 6.268 0.069 -0.329 0.317
H 5.125 8.621 7.764 -0.349 -0.206 -0.024
H 4.757 6.348 8.807 -0.197 0.289 -0.274
H 2.708 5.057 8.191 0.152 0.464 0.054
H 0.808 6.620 9.207 -0.313 -0.384 0.006
H -0.731 6.032 11.056 -0.213 -0.069 -0.326
H -2.786 4.664 10.600 0.226 0.177 -0.395
H -3.258 3.918 8.256 0.196 0.318 0.079
H -1.730 4.571 6.402 0.101 -0.056 0.287
H 0.318 3.892 5.554 0.331 0.324 0.223
H 1.883 4.172 3.965 0.271 0.224 0.307
H 2.331 5.735 4.629 0.000 -0.305 0.183
H 4.012 3.454 4.475 -0.052 0.175 0.120
H 4.286 4.808 5.561 -0.015 -0.084 0.122
H 3.314 2.070 6.154 0.003 -0.011 0.094
H 3.943 3.261 7.305 -0.065 -0.065 -0.215
H 1.210 0.939 5.872 -0.022 0.200 0.427
H -1.006 -0.105 6.592 0.194 0.547 0.240
H -1.402 2.459 9.756 0.250 -0.300 -0.705
H 1.019 3.113 9.561 -0.246 0.362 -0.243
```
Forces are in eV/Å.

Summary:
LUMO energy = -0.22392 hartree
energy relative to the best compared isomer or geometry (same formula, charge and spin) = 87.13 kcal per mole
energy = -47904.9384 eV
HOMO-LUMO gap = 5.1 eV
net charge = +1
E_HOMO = -11.22 eV



(3)
This record from the Open Molecules 2025 dataset describes a 2-piece molecular cluster, C3H5NO2 overall. The level of theory is ωB97M-V/def2-TZVPD.

The geometry in XYZ format:
```
11
Properties=species:S:1:pos:R:3:forces:R:3
C 1.019 -0.481 0.888 -0.471 -0.878 0.511
C 0.467 0.668 -1.441 0.790 1.088 0.162
C -0.408 -0.624 0.914 0.964 0.532 -0.654
N 2.174 -0.484 1.034 -0.594 0.132 -0.047
O -1.178 0.384 1.341 0.138 1.877 1.536
O -1.042 -1.439 0.054 -0.277 -0.475 -0.064
H 1.007 1.449 -0.801 -1.038 -1.238 -1.310
H -0.297 0.911 -2.185 0.260 0.252 0.517
H 0.903 -0.319 -1.534 0.083 0.233 0.040
H -0.690 1.076 1.891 -0.738 -1.614 -1.145
H -1.954 -1.141 -0.161 0.884 0.091 0.456
```
Forces are in eV/Å.

Summary:
LUMO energy (alpha / beta) = -0.00399 / -0.00095 hartree
energy relative to the best compared isomer or geometry (same formula, charge and spin) = 120.17 kcal per mole
energy = -8772.4838 eV
HOMO-LUMO gap (alpha / beta) = 7.6 / 8.9 eV
E_HOMO (alpha / beta) = -7.69 / -8.88 eV



(4)
This record from the Open Molecules 2025 dataset describes C2H2LiNaO2 as an isolated structure. The level of theory is ωB97M-V/def2-TZVPD.

The geometry in XYZ format:
```
8
Properties=species:S:1:pos:R:3:forces:R:3
C 1.075 0.241 0.493 -1.272 1.048 1.257
C -0.004 -0.571 0.327 1.008 -0.281 -0.018
O -1.040 -0.198 -0.474 -1.651 -0.721 -1.233
O 1.130 1.472 -0.005 0.664 -0.666 0.162
H 1.653 0.002 1.418 0.478 -0.092 -0.920
Li -2.354 -1.108 -1.176 0.735 0.367 0.521
Na -0.469 1.760 -1.300 0.170 -0.010 0.188
H 0.008 -1.599 0.717 -0.133 0.356 0.043
```
Forces are in eV/Å.

Summary:
LUMO energy = -0.04603 hartree
energy relative to the best compared isomer or geometry (same formula, charge and spin) = 11.77 kcal per mole
energy = -10822.1272 eV
HOMO-LUMO gap = 3.7 eV
E_HOMO = -4.98 eV



Results for molar mass: 133.18; 535.63; 87.08; 87.97 (in u, following the order of the records).